Record 1
Density functional theory data (wB97M-V/def2-TZVPD) for a molecular structure, C3H8N2O2.

As for the LUMO energy: 0.81 eV. The total charge is 0. Its orbital gap is 9.79 eV. Its spin multiplicity is 1. The value obtained for the largest force on an atom is 0.7 eV/Å.

Cartesian coordinates (Å):
H: -1.100 -2.022 -0.697
H: -1.244 -0.202 -1.075
H: -1.707 -1.624 1.640
H: -0.554 1.093 0.904
N: 2.219 1.351 -0.741
C: -1.178 -0.996 -0.342
H: 3.021 0.768 -0.923
O: 0.316 1.548 0.429
C: 1.116 0.728 -0.191
H: -2.547 -1.014 0.092
C: -1.600 -0.740 0.994
H: 1.530 -1.019 -0.938
O: -1.592 0.426 1.512
N: 0.873 -0.544 -0.329
H: 2.445 2.247 -0.335

=====

Record 2
Density functional theory data (wB97M-V/def2-TZVPD) for 7 unconnected molecules or ions with the total composition C26H59IN3O18S6 at a distorted geometry.

As for the LUMO energy: -4.75 eV. The total charge is +1. Its orbital gap is 5.66 eV. Its spin multiplicity is 1. The value obtained for the largest force on an atom is 4.7 eV/Å.

Cartesian coordinates (Å):
H: 4.803 -7.765 -0.774
C: 5.513 5.704 4.102
H: -0.547 10.471 4.939
C: -0.439 10.203 3.882
H: -6.725 6.358 1.274
O: -6.162 8.590 -1.192
C: -2.953 4.095 0.973
C: -2.353 6.851 -0.982
H: 0.937 2.729 -1.528
H: -8.648 9.919 -0.891
H: -2.948 6.965 -2.000
C: 0.147 -10.693 -1.406
H: 5.698 5.368 3.077
H: 0.476 5.706 3.025
O: 3.994 -10.592 -0.856
H: -6.434 4.728 0.614
H: 1.091 10.358 2.358
H: 3.274 -15.348 -8.418
H: 1.386 -15.347 -5.988
C: 1.153 6.114 2.272
O: 2.503 3.873 2.460
H: -0.217 6.069 -1.138
H: -3.847 10.913 0.552
H: 1.584 -15.909 -8.456
H: -0.512 9.112 3.818
O: 3.098 5.833 3.905
C: 2.818 -2.345 0.843
H: -9.470 9.151 -2.294
C: -3.070 2.643 1.740
H: 5.424 -13.268 -4.937
C: -0.403 3.200 0.016
S: 2.725 5.302 2.410
C: -1.838 1.558 1.605
H: 6.322 5.326 4.733
H: 4.095 4.122 4.537
C: -3.455 11.105 1.553
H: 5.549 6.798 4.094
H: -3.313 12.177 1.697
H: 0.443 0.136 2.834
O: 1.872 -4.140 2.396
C: 0.906 10.694 3.382
O: 3.365 -12.444 -6.703
C: -1.578 4.379 0.073
C: -1.307 5.801 -0.741
H: -8.084 10.253 -2.554
O: 2.145 -9.576 -2.212
H: 3.795 -2.762 1.092
C: -7.866 5.898 -0.505
H: 1.715 10.316 4.013
N: -0.581 1.896 0.781
H: -3.780 4.950 1.023
O: 2.054 -4.693 -0.039
C: 0.926 -5.007 3.003
H: 1.102 -4.968 4.083
H: 1.398 1.058 0.069
H: 2.524 -1.582 1.565
O: -7.410 7.437 -3.071
C: 4.168 5.213 4.602
H: 0.942 11.788 3.374
S: 3.128 -13.219 -5.504
H: 1.368 1.588 2.584
C: 2.351 -15.533 -6.471
H: 1.691 3.588 -0.259
H: -0.526 -11.533 -1.600
S: -1.882 10.293 1.691
H: 4.635 -8.388 -2.443
H: 1.009 -10.803 -3.363
O: -1.510 10.824 3.185
H: -8.705 5.419 0.010
O: -0.970 10.897 0.742
H: 4.543 -11.945 -4.119
H: 2.583 -16.594 -6.327
H: 0.033 -0.274 0.559
S: 3.141 -9.425 -0.930
H: 1.295 7.187 2.417
C: 4.097 -8.064 -1.551
H: -5.742 6.154 -0.174
H: 2.139 -6.758 2.628
I: -4.931 2.231 2.895
C: 1.098 -6.437 2.526
H: 0.451 -10.738 -0.356
H: 0.832 -6.532 1.469
H: 4.060 5.481 5.658
S: 1.614 -3.650 0.864
H: -1.901 0.514 2.148
C: 2.288 -15.237 -7.957
C: 4.508 -12.997 -4.409
O: -2.104 8.863 1.740
H: 0.760 5.922 1.271
O: 3.385 -14.793 -5.838
O: -8.224 7.257 -0.706
O: 1.907 -13.094 -4.736
H: 1.960 -14.209 -8.139
C: -6.622 5.774 0.354
C: 0.499 0.800 0.790
H: 0.458 -7.115 3.098
H: 2.839 -1.921 -0.163
H: 4.365 -13.624 -3.528
H: -7.740 5.382 -1.463
O: 2.370 -8.963 0.205
N: 1.100 0.654 2.205
O: 3.637 5.906 1.462
C: 1.353 -10.748 -2.325
O: 0.295 -3.061 0.774
C: -8.518 9.502 -1.891
H: -0.096 -4.652 2.830
N: 0.827 3.530 -0.841
H: 3.424 -7.235 -1.781
H: -2.605 7.631 -0.136
H: -4.131 10.696 2.305
S: -7.393 8.131 -1.801
H: 1.953 -11.645 -2.137
H: -0.403 -9.757 -1.544

=====

Record 3
Density functional theory data (wB97M-V/def2-TZVPD) for a gas-phase ion, C4H7N2O2S (charge +1) at a distorted geometry.

As for the SMILES: C/C(N=O)=C(\C)[N+](O)=S. As for the LUMO energy (spin up / spin down): -6.20 / -6.96 eV. The total charge is +1. Its orbital gap (spin up / spin down) is 7.44 / 6.58 eV. Its spin multiplicity is 1. The value obtained for the largest force on an atom is 5.6 eV/Å.

Cartesian coordinates (Å):
H: 2.134 0.770 -0.104
C: 0.932 -1.956 -0.162
C: -0.047 0.468 -0.081
C: -0.217 -0.933 -0.066
H: 1.210 1.616 1.231
H: 1.684 -1.848 0.739
N: -1.353 -1.532 0.043
H: -1.897 3.016 0.125
H: 1.512 -1.968 -1.078
S: -2.750 0.591 -0.219
C: 1.248 1.216 0.074
N: -1.168 1.176 -0.206
O: -1.977 -2.496 0.250
H: 0.506 -2.818 0.117
O: -1.085 2.537 -0.202
H: 1.268 2.162 -0.461

=====

Record 4
Density functional theory data (wB97M-V/def2-TZVPD) for a single C3H4F2N2O molecule at a distorted geometry.

As for the SMILES: O=C1NNCC1(F)F. As for the LUMO energy: 0.42 eV. The total charge is 0. Its orbital gap is 9.72 eV. Its spin multiplicity is 1. The value obtained for the largest force on an atom is 6.5 eV/Å.

Cartesian coordinates (Å):
H: 2.299 0.759 0.046
H: 1.659 -1.397 -0.052
N: 1.247 0.511 -0.125
N: 0.973 -0.767 0.414
C: -0.369 -1.001 -0.030
C: -1.045 0.266 0.049
F: -1.684 0.588 1.312
O: 0.146 2.534 -0.001
H: -0.532 -1.194 -1.197
H: -0.725 -1.841 0.595
C: 0.079 1.268 -0.110
F: -2.048 0.274 -0.901